(1)
Below is C38H58BaN5O3PSeSi as an isolated structure at a distorted geometry, with properties calculated with ωB97M-V with the def2-TZVPD basis set.

multiplicity = 1
energy relative to the best compared isomer or geometry (same formula, charge and spin) = 0.541 eV
E_HOMO = -5.7 eV

```
108
Properties=species:S:1:pos:R:3:forces:R:3
Ba 0.10099 1.52039 -0.74614 -1.2 -0.5 -0.8
C -3.35232 4.27423 3.23656 0.0 0.0 0.0
N -3.06019 4.24012 1.81227 0.0 -0.1 0.0
C -4.05337 4.82492 0.92423 0.0 0.0 0.0
C -1.96038 3.65635 1.28643 -0.1 0.0 -0.1
O -1.75155 3.60224 0.08410 0.3 -0.2 0.0
C -1.02701 2.99645 2.30117 0.1 -0.1 0.3
O 0.18814 2.50887 1.77579 -0.2 0.0 -0.6
C 1.36540 3.29005 1.83856 0.1 0.0 0.7
C 1.82890 3.90402 0.52395 0.3 0.3 -0.2
O 1.09863 3.95786 -0.46982 0.1 0.0 0.3
N 3.07510 4.39755 0.54589 0.0 -0.1 -0.1
C 4.02336 4.17183 1.63395 0.0 0.0 0.0
C 3.66902 4.86751 -0.70177 0.0 0.1 0.0
H -4.42563 4.40259 3.35977 0.0 0.0 0.0
H -3.08098 3.34254 3.72998 0.0 0.0 0.0
H -2.85111 5.10480 3.74044 0.0 0.0 0.0
H -4.16565 5.89075 1.13185 0.0 0.0 0.0
H -3.73182 4.68818 -0.10256 0.0 0.0 0.0
H -5.01549 4.33036 1.06987 0.0 0.0 0.0
H -0.83093 3.65213 3.15427 0.0 0.0 0.0
H -1.55045 2.11122 2.67657 0.0 0.0 0.0
H 1.24481 4.10192 2.56564 0.0 -0.1 0.0
H 2.14743 2.61774 2.19965 0.0 0.0 0.0
H 4.50736 3.19633 1.54233 0.0 0.0 0.0
H 4.78703 4.94527 1.57638 0.0 0.0 0.0
H 3.54868 4.25547 2.60787 0.0 0.0 0.0
H 2.88205 5.08304 -1.41627 0.0 0.0 0.0
H 4.24045 5.77356 -0.50071 0.0 0.0 0.0
H 4.33360 4.10342 -1.10925 0.0 0.0 0.0
Se 2.54985 -0.14161 0.65079 0.1 -0.1 0.3
N 2.75399 0.84898 -0.86477 -0.4 0.1 0.0
C 4.12556 1.14050 -0.85715 0.0 0.0 0.0
C 4.80319 1.68887 -1.93483 -0.1 0.0 0.0
C 6.15098 2.03803 -1.81505 0.1 0.0 0.1
C 6.81415 1.84108 -0.61507 0.0 0.0 0.0
C 6.15302 1.27114 0.47658 -0.1 0.0 -0.1
C 4.81733 0.89348 0.36656 0.1 0.0 0.0
N 4.09404 0.33243 1.42240 0.0 0.1 0.0
H 4.27342 1.83872 -2.86866 0.0 0.0 0.0
H 6.67611 2.45389 -2.66578 0.0 0.0 0.0
H 7.85921 2.10983 -0.52052 0.0 0.0 0.0
H 6.67057 1.09643 1.41230 0.0 0.0 0.0
C 1.64715 -5.92296 2.15614 0.0 0.0 0.0
C 1.13649 -4.67584 2.48871 0.0 0.0 0.0
C 1.46882 -3.56704 1.72411 0.0 0.0 -0.1
C 2.31634 -3.68680 0.61957 0.0 0.0 0.0
C 2.82851 -4.94813 0.30465 0.0 0.0 0.1
C 2.49358 -6.05900 1.06585 0.0 0.0 0.0
Si 2.70223 -2.23025 -0.48512 0.0 0.0 0.1
C 4.33548 -2.35386 -1.34414 0.0 0.0 -0.1
C 4.40283 -2.61378 -2.71541 0.1 0.1 0.1
C 5.62850 -2.66282 -3.36436 0.0 0.0 0.0
C 6.79734 -2.43806 -2.65037 0.0 0.0 0.0
C 6.74345 -2.17625 -1.28881 0.0 0.0 0.1
C 5.52117 -2.14251 -0.63529 0.0 0.0 -0.1
H 1.38787 -6.78954 2.75098 0.0 0.0 0.0
H 0.47990 -4.56745 3.34255 0.0 0.0 0.0
H 1.05968 -2.59785 1.98853 0.0 0.0 0.0
H 3.50392 -5.05929 -0.53641 0.0 0.0 0.0
H 2.89641 -7.03089 0.81040 0.0 0.0 0.0
H 1.60364 -1.99329 -1.45497 0.0 0.0 0.0
H 3.49124 -2.76146 -3.28354 0.0 0.0 0.0
H 5.66956 -2.86231 -4.42768 0.0 0.0 0.0
H 7.75267 -2.45885 -3.15940 0.0 0.0 0.0
H 7.65250 -1.98091 -0.73485 0.0 0.0 0.0
H 5.48686 -1.91910 0.42301 0.0 0.0 0.1
C -5.06417 -1.85033 1.48159 0.0 0.0 0.0
C -4.03823 -0.77244 1.12352 0.0 0.0 0.0
C -4.69096 0.60858 1.29747 0.0 -0.1 0.0
C -2.88423 -0.81148 2.14233 0.0 0.0 0.0
P -3.25827 -0.82488 -0.63238 -0.1 -0.1 0.2
N -2.00644 0.06299 -0.68836 0.9 0.5 -0.1
C -4.58414 -0.24875 -1.88228 0.0 0.0 0.0
C -6.00957 -0.78040 -1.70677 0.1 0.0 0.0
C -4.08460 -0.63726 -3.28315 0.0 0.0 0.0
C -4.60938 1.28905 -1.87539 0.0 0.0 0.0
C -2.86743 -2.65934 -1.01074 0.0 0.0 0.0
C -4.04645 -3.60525 -1.25775 0.0 0.0 0.0
C -2.05494 -3.20733 0.17281 0.0 0.0 0.0
C -1.91861 -2.68990 -2.22193 0.0 -0.1 0.0
H -5.47398 -1.63829 2.47533 0.0 0.0 0.0
H -4.62002 -2.84391 1.52528 0.0 0.0 0.0
H -5.89913 -1.88123 0.78384 0.0 0.0 0.0
H -4.92108 0.76088 2.35752 0.0 0.0 0.0
H -5.62650 0.69963 0.74972 0.0 0.0 0.0
H -4.00770 1.39632 0.97030 0.0 0.0 0.0
H -3.22637 -0.38841 3.09308 0.0 0.0 0.0
H -2.04279 -0.22413 1.76752 0.0 0.0 0.0
H -2.53653 -1.82136 2.34747 0.0 0.0 0.0
H -6.05156 -1.86773 -1.67760 0.0 0.0 0.0
H -6.61567 -0.45087 -2.55745 0.0 0.0 0.0
H -6.48721 -0.39586 -0.80663 0.0 0.0 0.0
H -4.16999 -1.70364 -3.47699 0.0 0.0 0.0
H -3.04528 -0.33529 -3.42026 0.0 0.0 0.0
H -4.69223 -0.12192 -4.03266 0.0 0.0 0.0
H -5.16764 1.70054 -1.03858 0.0 0.0 0.1
H -5.09246 1.64044 -2.79242 0.0 0.0 0.0
H -3.59262 1.68201 -1.83641 0.0 0.0 0.0
H -4.75618 -3.61199 -0.43004 0.0 0.0 -0.1
H -3.66350 -4.62531 -1.36771 0.0 0.0 0.0
H -4.58844 -3.36873 -2.17064 0.0 0.0 -0.1
H -2.67066 -3.38756 1.05229 0.0 0.0 0.0
H -1.24531 -2.52521 0.43767 0.0 0.0 0.0
H -1.60829 -4.16443 -0.11129 0.0 0.0 0.0
H -2.44720 -2.64045 -3.17200 0.1 0.0 0.0
H -1.35004 -3.62452 -2.21215 0.0 0.0 0.0
H -1.21574 -1.85750 -2.16811 0.0 0.0 0.0
```
Forces are in eV/Å.

Löwdin atomic charge list, values in e, 99 entries:
1. Ba 1.794
2. C -0.041
3. N -0.139
4. C -0.023
5. C -0.437
6. O -0.038
7. C -0.108
8. O -0.281
9. C -0.123
10. C -0.472
11. O -0.139
12. N -0.112
13. C -0.015
14. C -0.004
15. H 0.092
16. H 0.086
17. H 0.097
18. H 0.094
19. H 0.087
20. H 0.093
21. H 0.134
22. H 0.135
23. H 0.147
24. H 0.120
25. H 0.084
26. H 0.096
27. H 0.087
28. H 0.089
29. H 0.093
30. H 0.081
31. Se 0.863
32. N -0.468
33. C -0.432
34. C -0.081
35. C -0.138
36. C -0.130
37. C -0.082
38. C -0.468
39. N -0.288
40. H 0.105
41. H 0.089
42. H 0.088
43. H 0.103
44. C -0.088
45. C -0.085
46. C -0.117
47. C -0.314
48. C -0.095
49. C -0.085
50. Si 0.615
51. C -0.324
52. C -0.103
53. C -0.087
54. C -0.082
55. C -0.072
56. C -0.093
57. H 0.101
58. H 0.103
59. H 0.085
60. H 0.101
61. H 0.102
62. H -0.001
63. H 0.097
64. H 0.100
65. H 0.101
66. H 0.106
67. H 0.103
68. C -0.086
69. C -0.588
70. C -0.107
71. C -0.113
72. P 0.754
73. N -0.560
74. C -0.598
75. C -0.084
76. C -0.106
77. C -0.110
78. C -0.593
79. C -0.084
80. C -0.106
81. C -0.110
82. H 0.086
83. H 0.058
84. H 0.063
85. H 0.079
86. H 0.058
87. H 0.063
88. H 0.077
89. H 0.042
90. H 0.058
91. H 0.060
92. H 0.086
93. H 0.059
94. H 0.055
95. H 0.076
96. H 0.082
97. H 0.054
98. H 0.080
99. H 0.054

=====

(2)
Below is a 2-piece molecular cluster, C5H12N2O overall, with properties calculated with ωB97M-V with the def2-TZVPD basis set.

multiplicity = 1
energy relative to the best compared isomer or geometry (same formula, charge and spin) = 2.725 eV
E_HOMO = -8.6 eV

```
20
Properties=species:S:1:pos:R:3:forces:R:3
C -1.34922 -1.63713 -0.40842 -0.1 0.1 0.0
C -0.96834 -2.52921 0.49274 0.6 0.3 0.3
N -1.16454 -2.23371 1.88249 -0.3 -0.2 0.3
N -1.15791 -1.80026 -1.80136 0.1 -0.4 -0.2
H -1.78702 -0.71716 -0.02801 -0.2 -0.1 -0.1
H -0.38621 -3.40576 0.21759 -0.3 -0.1 -0.2
H -0.31783 -2.33742 2.42643 0.2 0.0 -0.1
H -1.82749 -2.87974 2.30275 0.0 0.1 -0.1
H -0.28329 -1.42959 -2.14151 0.1 0.0 0.0
H -1.90788 -1.44878 -2.37441 -0.1 0.2 0.1
C 0.75950 0.86398 -0.74861 -0.2 -0.2 -0.1
C 1.14218 1.93343 -0.07284 0.3 0.2 0.0
O 2.30817 1.89741 0.64898 -0.1 0.2 0.3
C 0.43139 3.24885 -0.04087 0.1 -0.1 -0.3
H -0.12776 0.90588 -1.35837 -0.1 0.0 0.0
H 1.27607 -0.08228 -0.67942 0.2 0.1 0.0
H 2.37312 2.70572 1.17684 0.0 -0.3 -0.1
H -0.45647 3.23523 -0.66701 -0.1 -0.1 0.1
H 0.15610 3.49766 0.98357 -0.1 0.1 0.1
H 1.07881 4.03613 -0.43213 0.1 0.1 0.1
```
Forces are in eV/Å.

Okay, here come the natural (NBO) numbers, in e, for every atom:
1. C -0.032
2. C -0.058
3. N -0.854
4. N -0.862
5. H 0.181
6. H 0.171
7. H 0.359
8. H 0.359
9. H 0.372
10. H 0.367
11. C -0.518
12. C 0.321
13. O -0.680
14. C -0.676
15. H 0.200
16. H 0.211
17. H 0.473
18. H 0.231
19. H 0.217
20. H 0.218